The following is a quantum chemistry calculation of 13 unconnected molecules or ions with the total composition C5H36O13 at a distorted geometry, from the Open Molecules 2025 dataset.

```
54
Properties=species:S:1:pos:R:3:forces:R:3:lowdin_charge:R:1
C -13.635 -3.474 11.906 -0.283 0.442 -0.757 -0.188
O -14.316 -3.292 13.099 -0.588 -0.054 1.353 -0.105
H -14.211 -4.172 11.298 0.577 -0.478 -0.326 0.082
H -13.649 -2.526 11.367 0.464 0.157 -0.324 0.066
H -12.614 -3.786 12.127 -0.129 -0.164 -0.239 0.078
H -15.252 -3.314 12.886 -0.045 0.129 0.274 0.079
C -14.599 0.162 9.402 0.579 0.172 0.189 -0.172
O -15.522 0.025 10.456 -0.295 -0.212 0.268 -0.115
H -15.035 0.714 8.569 0.134 -0.100 -0.197 0.082
H -13.747 0.716 9.795 -0.057 0.170 -0.038 0.080
H -14.218 -0.809 9.086 -0.097 0.027 -0.234 0.049
H -16.172 -0.615 10.157 -0.193 0.003 0.106 0.075
C -9.121 -6.615 8.098 -0.274 0.606 -0.760 -0.157
O -8.348 -6.179 6.973 0.056 -0.796 0.741 -0.136
H -10.064 -7.014 7.724 -0.011 -0.585 -0.011 0.067
H -8.568 -7.340 8.695 -0.030 -0.028 -0.128 0.078
H -9.469 -5.805 8.739 0.463 0.268 0.144 0.050
H -8.396 -5.224 6.887 -0.136 0.206 0.019 -0.003
C -8.599 0.863 9.604 0.153 0.169 2.007 -0.118
O -8.748 -0.559 9.515 -0.054 0.343 -1.027 -0.138
H -9.410 1.430 9.147 0.000 -0.486 -0.209 0.093
H -8.623 1.028 10.682 -0.336 0.736 0.039 0.085
H -7.626 1.274 9.333 0.107 -0.410 -0.699 0.082
H -8.337 -0.939 10.295 0.022 -0.238 -0.076 0.101
C -11.766 -2.625 8.535 1.557 -1.853 2.722 -0.171
O -12.347 -2.414 7.330 -0.710 1.388 -1.460 -0.123
H -12.488 -3.077 9.214 -0.044 0.141 0.107 0.080
H -10.962 -3.351 8.414 0.169 -0.492 0.103 0.083
H -11.250 -1.816 9.053 -0.552 0.766 -0.269 0.089
H -11.802 -1.743 6.913 -0.130 0.171 -1.052 0.070
O -10.818 -0.782 5.396 -0.644 -0.337 -0.455 -0.038
H -9.967 -0.966 5.795 0.786 0.205 0.651 -0.009
H -10.812 -1.282 4.579 -0.330 -0.105 -0.313 0.080
O -12.464 1.314 5.710 -0.571 0.517 0.261 -0.067
H -12.324 1.813 4.906 -0.033 0.168 -0.128 0.027
H -11.874 0.564 5.634 0.348 -0.346 -0.095 -0.045
O -9.209 -3.982 11.750 0.311 0.335 0.049 -0.053
H -9.703 -3.886 10.935 -0.186 -0.173 -0.254 0.006
H -9.801 -4.455 12.335 -0.155 -0.193 0.122 0.030
O -11.698 -6.063 10.117 0.185 0.242 0.384 -0.053
H -12.542 -5.712 9.833 -0.272 0.067 -0.204 0.019
H -11.616 -6.897 9.654 0.056 -0.193 -0.183 0.034
O -13.153 -5.095 6.961 0.007 -0.585 0.258 -0.047
H -12.865 -4.189 7.067 0.092 0.409 -0.189 -0.022
H -13.581 -5.113 6.106 -0.167 -0.015 -0.137 0.037
O -8.651 -0.989 6.835 0.219 0.199 -0.684 -0.026
H -8.740 -0.837 7.775 -0.112 -0.107 1.294 0.021
H -7.997 -0.351 6.549 0.306 0.083 -0.236 0.096
O -8.657 -3.610 6.255 -0.131 -0.306 -0.167 -0.028
H -8.683 -2.709 6.576 0.279 0.443 0.209 -0.011
H -8.954 -3.551 5.347 -0.051 -0.271 -0.225 0.059
O -15.025 -1.853 6.893 -0.733 -0.132 -0.121 -0.059
H -14.117 -1.938 7.183 0.521 -0.137 0.026 -0.026
H -15.032 -1.063 6.352 -0.039 0.235 -0.128 0.034
```
Forces are in eV/Å.

Output
* molecular weight: 304.3 g mol⁻¹
* electronic energy: -32384.3920 eV
* ΔE to the lowest compared entry with this formula, charge and spin: 170.7 kJ/mol
* orbital gap: 0.3363 hartree